Computed, not measured: a structure of composition C3H5BaO3 at a distorted geometry, with the ωB97M-V functional and the def2-TZVPD basis.

```
12
Properties=species:S:1:pos:R:3
H -0.6338 -1.7778 -0.4605
C 0.7958 -1.1452 0.8924
C 0.1530 -0.9834 -0.4841
O -0.4934 0.2853 -0.4570
C -0.6403 1.1130 -1.4883
O -0.9808 2.2153 -0.8479
H 0.8739 -2.1947 1.2354
H 0.8666 -1.0392 -1.3108
H -1.1771 2.9675 -1.4257
Ba -0.9554 1.6987 1.5978
O 0.3149 -0.3114 1.8771
H 1.8766 -0.8281 0.8715
```

Summary:
Gap between HOMO and LUMO (spin up / spin down) = 0.36982 / 0.24509 Eh
Electronic energy = -367.80185 hartree
Expectation value of S² = 0.7546
Charge = +2
ΔE to the lowest compared entry with this formula, charge and spin = 180.5 kJ/mol
Multiplicity = 2

Computed, not measured: the ion C5H2N with charge +1 at a distorted geometry, with the ωB97M-V functional and the def2-TZVPD basis.

```
8
Properties=species:S:1:pos:R:3
C -1.6778 -0.2537 -0.0977
C -2.1982 -1.2626 0.2301
C 2.2502 -0.8202 0.0217
C 1.3189 -0.0552 0.0799
C -0.9509 1.0298 0.0276
N 0.1985 1.1978 0.0719
H 2.5853 -1.8073 -0.2384
H -1.5260 1.9713 -0.0951
```

Summary:
Gap between HOMO and LUMO (spin up / spin down) = 0.24095 / 0.31229 Eh
Electronic energy = -245.74106 hartree
Charge = +1
ΔE to the lowest compared entry with this formula, charge and spin = 558.9 kJ/mol

Computed, not measured: a structure of composition C21H29ClN4PtSSe2 at a distorted geometry, with the ωB97M-V functional and the def2-TZVPD basis.

```
59
Properties=species:S:1:pos:R:3
Pt 1.0770 0.4321 -0.2519
C -1.3290 -4.5723 -3.1197
C -1.8302 -3.1372 -3.2581
N -0.7579 -2.1631 -3.3771
C -0.1869 -1.6071 -2.3190
S 1.0680 -0.4108 -2.6014
N -0.5293 -2.0261 -1.1233
N -0.1508 -1.4092 -0.0434
C -0.1898 -1.9679 1.1345
C -0.4764 -3.4147 1.3104
C 0.0286 -1.0984 2.2783
C -0.2159 -1.5075 3.5938
C -0.0279 -0.6053 4.6259
C 0.3753 0.6899 4.3292
C 0.6149 1.0147 3.0021
N 0.4679 0.1476 2.0174
H -2.1825 -5.2368 -3.0118
H -0.6916 -4.6867 -2.2460
H -0.7688 -4.8806 -3.9975
H -2.4101 -2.8675 -2.3730
H -2.4598 -3.0537 -4.1448
H -0.4331 -1.9076 -4.2993
H -0.5705 -3.8964 0.3415
H -1.4089 -3.5464 1.8553
H 0.3139 -3.8936 1.8849
H -0.5543 -2.5087 3.8046
H -0.1923 -0.9090 5.6484
H 0.5115 1.4256 5.1045
H 0.9415 2.0101 2.7182
C 2.9650 3.3739 -1.4553
Se 2.2593 2.6789 0.2109
C 3.8902 1.9391 1.0466
C 4.4815 0.7161 0.3742
Se 3.3320 -0.8847 0.4798
C 4.0490 -1.8268 -1.0547
H 3.6406 4.1990 -1.2402
H 2.1173 3.7579 -2.0204
H 3.4681 2.5974 -2.0257
H 3.6268 1.7213 2.0855
H 4.6245 2.7483 1.0465
H 5.4163 0.4452 0.8781
H 4.6968 0.8922 -0.6831
H 3.9383 -1.2258 -1.9552
H 3.4963 -2.7578 -1.1600
H 5.0979 -2.0489 -0.8661
Cl -3.5902 0.8506 -2.1761
C -3.7984 2.0292 -0.9462
C -5.0647 2.5352 -0.7054
C -5.2588 3.4975 0.2780
C -4.1722 3.9684 1.0137
C -2.9103 3.4729 0.7819
C -2.6596 2.4751 -0.2021
C -1.3779 2.0088 -0.4119
H -5.9070 2.1879 -1.2856
H -6.2482 3.8840 0.4614
H -4.3246 4.7298 1.7624
H -2.0682 3.8496 1.3404
H -0.5816 2.4505 0.1718
H -1.1709 1.3221 -1.2256
```

Summary:
Gap between HOMO and LUMO (spin up / spin down) = 0.15463 / 0.16001 Eh
Electronic energy = -6816.58845 hartree
Charge = +2
ΔE to the lowest compared entry with this formula, charge and spin = 345.4 kJ/mol